## w
This record from OMol25 describes a molecular structure, C41H59BBaBrN10O3S. The level of theory is wB97M-V/def2-TZVPD.

Results
Charge: -1
Highest occupied orbital energy, eV: -4.292

Structure (XYZ):
```
117
C41H59BBaBrN10O3S wB97M-V/def2-TZVPD
Ba 0.088 0.320 -0.523
C 3.728 -4.478 -1.562
C 3.543 -3.173 -0.864
C 4.506 -2.398 -0.256
C 3.814 -1.282 0.239
N 2.529 -1.362 -0.079
N 2.359 -2.539 -0.732
B 0.986 -3.153 -1.093
N 0.378 -2.548 -2.384
N 0.385 -1.235 -2.741
C -0.193 -1.157 -3.935
C -0.572 -2.435 -4.366
C -0.204 -3.286 -3.352
C -0.443 -4.755 -3.284
C -0.390 0.120 -4.724
C -1.701 0.013 -5.514
C 0.780 0.274 -5.706
C -0.486 1.365 -3.848
N 0.014 -3.209 0.126
N -0.567 -2.149 0.747
C -1.397 -2.645 1.659
C -1.351 -4.044 1.641
C -0.445 -4.365 0.655
C 0.018 -5.738 0.291
C -2.218 -1.777 2.589
C -3.208 -2.651 3.363
C -1.279 -1.092 3.589
C -3.002 -0.723 1.796
C 4.407 -0.145 1.036
C 5.181 0.797 0.107
C 3.304 0.634 1.748
C 5.371 -0.717 2.082
H 4.791 -4.719 -1.576
H 3.367 -4.437 -2.590
H 3.194 -5.285 -1.059
H 5.555 -2.624 -0.177
H 1.203 -4.295 -1.355
H -1.074 -2.715 -5.274
H -0.891 -5.076 -4.224
H -1.133 -5.001 -2.478
H 0.477 -5.318 -3.125
H -1.671 -0.799 -6.240
H -1.878 0.942 -6.060
H -2.539 -0.160 -4.839
H 0.852 -0.595 -6.362
H 1.722 0.371 -5.166
H 0.645 1.165 -6.321
H -1.337 1.301 -3.172
H -0.636 2.235 -4.492
H 0.414 1.560 -3.268
H -1.893 -4.738 2.254
H -0.506 -6.454 0.924
H 1.088 -5.854 0.458
H -0.180 -5.988 -0.748
H -2.695 -3.398 3.968
H -3.892 -3.163 2.686
H -3.798 -2.022 4.033
H -0.761 -1.837 4.198
H -1.847 -0.432 4.250
H -0.539 -0.493 3.065
H -3.530 -1.178 0.958
H -2.335 0.045 1.419
H -3.729 -0.227 2.447
H 4.515 1.247 -0.623
H 5.963 0.256 -0.428
H 5.646 1.598 0.685
H 2.653 1.144 1.042
H 3.738 1.405 2.388
H 2.704 -0.038 2.364
H 6.205 -1.240 1.615
H 4.859 -1.416 2.744
H 5.780 0.096 2.685
Br -2.278 5.244 -0.579
C -3.554 3.839 -0.764
C -4.892 4.124 -0.538
C -5.783 3.072 -0.663
C -5.309 1.818 -1.007
C -3.942 1.647 -1.193
N -3.075 2.657 -1.066
C -3.381 0.260 -1.551
O -4.177 -0.556 -2.012
O -2.153 0.114 -1.320
H -5.210 5.122 -0.279
H -6.840 3.238 -0.496
H -5.955 0.964 -1.140
S 1.105 3.299 0.269
C 2.209 3.158 -1.043
C 3.122 4.184 -1.393
C 3.980 4.016 -2.445
C 3.953 2.823 -3.176
C 3.045 1.867 -2.779
N 2.202 2.010 -1.757
H 3.117 5.093 -0.808
H 4.678 4.802 -2.711
H 4.614 2.646 -4.011
H 2.986 0.913 -3.294
C 1.064 2.116 3.807
N -0.326 2.392 4.118
C -0.560 3.096 5.359
C -2.030 3.067 5.722
C -2.835 3.547 4.532
N -2.533 2.732 3.378
C -3.442 2.876 2.258
C -1.256 2.277 3.118
O -0.986 1.745 2.051
H 1.464 1.348 4.474
H 1.662 3.027 3.912
H 1.139 1.787 2.776
H -0.211 4.137 5.278
H 0.043 2.614 6.135
H -2.216 3.704 6.589
H -2.327 2.046 5.973
H -2.623 4.609 4.330
H -3.909 3.463 4.726
H -4.449 2.586 2.566
H -3.114 2.235 1.445
H -3.463 3.914 1.905
```

Atom charges from the Mulliken analysis, given in e for atoms 1 to 99: atom 1 (Ba): 0.40, atom 2 (C): -1.53, atom 3 (C): 0.32, atom 4 (C): -0.93, atom 5 (C): -0.81, atom 6 (N): 0.84, atom 7 (N): 0.33, atom 8 (B): -1.00, atom 9 (N): 0.66, atom 10 (N): -0.06, atom 11 (C): -0.50, atom 12 (C): -0.71, atom 13 (C): 0.34, atom 14 (C): -1.52, atom 15 (C): 3.05, atom 16 (C): -2.18, atom 17 (C): -1.71, atom 18 (C): -0.65, atom 19 (N): 0.00, atom 20 (N): 1.51, atom 21 (C): -1.08, atom 22 (C): -0.94, atom 23 (C): 0.40, atom 24 (C): -1.41, atom 25 (C): 2.74, atom 26 (C): -2.54, atom 27 (C): -1.42, atom 28 (C): -1.04, atom 29 (C): 3.17, atom 30 (C): -1.45, atom 31 (C): -1.77, atom 32 (C): -2.11, atom 33 (H): 0.39, atom 34 (H): 0.27, atom 35 (H): 0.13, atom 36 (H): 0.49, atom 37 (H): -0.36, atom 38 (H): 0.42, atom 39 (H): 0.44, atom 40 (H): 0.19, atom 41 (H): 0.21, atom 42 (H): 0.38, atom 43 (H): 0.47, atom 44 (H): 0.40, atom 45 (H): 0.40, atom 46 (H): 0.26, atom 47 (H): 0.43, atom 48 (H): -0.07, atom 49 (H): 0.60, atom 50 (H): -0.55, atom 51 (H): 0.54, atom 52 (H): 0.41, atom 53 (H): 0.16, atom 54 (H): 0.16, atom 55 (H): 0.43, atom 56 (H): 0.44, atom 57 (H): 0.47, atom 58 (H): 0.49, atom 59 (H): 0.30, atom 60 (H): 0.08, atom 61 (H): 0.59, atom 62 (H): -0.54, atom 63 (H): 0.51, atom 64 (H): 0.03, atom 65 (H): 0.41, atom 66 (H): 0.46, atom 67 (H): -0.30, atom 68 (H): 0.56, atom 69 (H): 0.42, atom 70 (H): 0.37, atom 71 (H): 0.37, atom 72 (H): 0.44, atom 73 (Br): -0.13, atom 74 (C): -0.15, atom 75 (C): -0.36, atom 76 (C): -0.46, atom 77 (C): -0.93, atom 78 (C): 0.91, atom 79 (N): 0.13, atom 80 (C): -0.41, atom 81 (O): -0.82, atom 82 (O): 0.34, atom 83 (H): 0.46, atom 84 (H): 0.40, atom 85 (H): 0.50, atom 86 (S): -0.29, atom 87 (C): 0.07, atom 88 (C): -0.88, atom 89 (C): -0.34, atom 90 (C): -1.14, atom 91 (C): -0.69, atom 92 (N): 0.66, atom 93 (H): 0.45, atom 94 (H): 0.36, atom 95 (H): 0.45, atom 96 (H): 0.63, atom 97 (C): -0.76, atom 98 (N): 0.62, atom 99 (C): -0.69

***

## x
This record from OMol25 describes a molecular structure, C41H59BBaBrN10O3S. The level of theory is wB97M-V/def2-TZVPD.

Results
Charge: -1
Highest occupied orbital energy, eV: -4.363

Structure (XYZ):
```
117
C41H59BBaBrN10O3S wB97M-V/def2-TZVPD
Ba 0.696 0.194 -0.831
C -3.207 0.254 4.057
C -2.706 0.893 2.803
C -3.273 1.926 2.094
C -2.425 2.127 0.988
N -1.413 1.262 1.024
N -1.588 0.511 2.146
B -0.569 -0.520 2.687
N 0.872 0.040 2.827
N 1.762 0.157 1.810
C 2.906 0.574 2.330
C 2.765 0.734 3.722
C 1.462 0.385 3.996
C 0.765 0.403 5.318
C 4.158 0.812 1.518
C 5.231 -0.188 1.973
C 4.670 2.236 1.772
C 3.913 0.641 0.021
N -0.638 -1.875 1.948
N -0.661 -2.043 0.595
C -0.855 -3.344 0.383
C -0.945 -4.028 1.608
C -0.800 -3.061 2.573
C -0.776 -3.245 4.055
C -0.946 -4.007 -0.976
C -2.035 -5.089 -0.923
C -1.308 -3.020 -2.077
C 0.393 -4.670 -1.317
C -2.595 3.237 -0.028
C -2.166 4.562 0.620
C -1.766 3.005 -1.280
C -4.070 3.343 -0.435
H -4.166 0.697 4.324
H -2.518 0.397 4.890
H -3.348 -0.821 3.931
H -4.174 2.459 2.350
H -0.916 -0.751 3.806
H 3.507 1.063 4.431
H 1.448 0.785 6.076
H 0.438 -0.594 5.619
H -0.117 1.044 5.297
H 5.444 -0.075 3.039
H 6.158 -0.023 1.417
H 4.906 -1.215 1.804
H 4.862 2.405 2.834
H 3.947 2.979 1.434
H 5.605 2.395 1.228
H 3.540 -0.356 -0.209
H 4.849 0.784 -0.523
H 3.217 1.396 -0.350
H -1.077 -5.084 1.774
H -0.829 -4.309 4.281
H -1.615 -2.745 4.543
H 0.141 -2.847 4.493
H -2.993 -4.665 -0.615
H -1.775 -5.885 -0.224
H -2.156 -5.538 -1.912
H -2.284 -2.571 -1.890
H -1.343 -3.545 -3.036
H -0.590 -2.211 -2.178
H 0.721 -5.331 -0.511
H 1.156 -3.911 -1.473
H 0.299 -5.259 -2.234
H -1.110 4.536 0.888
H -2.746 4.760 1.524
H -2.319 5.387 -0.081
H -0.708 2.914 -1.053
H -1.871 3.854 -1.962
H -2.090 2.105 -1.795
H -4.718 3.553 0.418
H -4.409 2.417 -0.905
H -4.193 4.154 -1.157
Br 2.752 -3.179 2.322
C 3.582 -3.312 0.610
C 4.743 -4.064 0.506
C 5.315 -4.160 -0.750
C 4.707 -3.529 -1.822
C 3.549 -2.797 -1.602
N 3.003 -2.682 -0.383
C 2.843 -2.113 -2.792
O 3.283 -2.392 -3.906
O 1.884 -1.352 -2.486
H 5.167 -4.544 1.376
H 6.225 -4.731 -0.890
H 5.087 -3.582 -2.832
S 1.770 2.884 -2.425
C 1.755 3.616 -0.859
C 2.159 4.951 -0.633
C 2.117 5.481 0.635
C 1.667 4.700 1.701
C 1.280 3.404 1.411
N 1.321 2.880 0.188
H 2.500 5.536 -1.476
H 2.432 6.505 0.802
H 1.620 5.078 2.712
H 0.918 2.742 2.192
C -0.463 0.560 -4.850
N -1.900 0.538 -4.581
C -2.802 0.950 -5.638
C -4.137 1.391 -5.070
C -4.622 0.364 -4.065
N -3.629 0.214 -3.024
C -4.058 -0.318 -1.744
C -2.290 0.227 -3.319
O -1.449 -0.023 -2.453
H 0.003 1.465 -4.453
H -0.323 0.524 -5.930
H 0.031 -0.300 -4.402
H -2.946 0.129 -6.353
H -2.340 1.775 -6.185
H -4.863 1.517 -5.874
H -4.021 2.350 -4.560
H -4.827 -0.595 -4.563
H -5.552 0.691 -3.596
H -4.924 0.245 -1.392
H -3.253 -0.221 -1.020
H -4.337 -1.375 -1.820
```

Atom charges from the Mulliken analysis, given in e for atoms 1 to 99: atom 1 (Ba): -0.55, atom 2 (C): -1.39, atom 3 (C): 0.22, atom 4 (C): -1.13, atom 5 (C): -0.68, atom 6 (N): 2.14, atom 7 (N): -0.13, atom 8 (B): -2.21, atom 9 (N): 0.28, atom 10 (N): 2.46, atom 11 (C): -0.64, atom 12 (C): -1.15, atom 13 (C): 0.21, atom 14 (C): -1.33, atom 15 (C): 2.63, atom 16 (C): -1.79, atom 17 (C): -1.80, atom 18 (C): 0.63, atom 19 (N): 0.15, atom 20 (N): 1.37, atom 21 (C): -0.61, atom 22 (C): -1.11, atom 23 (C): 0.22, atom 24 (C): -1.34, atom 25 (C): 3.16, atom 26 (C): -2.21, atom 27 (C): -1.55, atom 28 (C): -1.68, atom 29 (C): 3.14, atom 30 (C): -1.73, atom 31 (C): 0.32, atom 32 (C): -1.90, atom 33 (H): 0.43, atom 34 (H): 0.11, atom 35 (H): 0.17, atom 36 (H): 0.47, atom 37 (H): -0.38, atom 38 (H): 0.52, atom 39 (H): 0.48, atom 40 (H): 0.13, atom 41 (H): 0.15, atom 42 (H): 0.34, atom 43 (H): 0.48, atom 44 (H): 0.18, atom 45 (H): 0.33, atom 46 (H): 0.24, atom 47 (H): 0.47, atom 48 (H): -1.39, atom 49 (H): 0.57, atom 50 (H): -0.45, atom 51 (H): 0.42, atom 52 (H): 0.44, atom 53 (H): 0.12, atom 54 (H): 0.14, atom 55 (H): 0.37, atom 56 (H): 0.36, atom 57 (H): 0.48, atom 58 (H): 0.12, atom 59 (H): 0.56, atom 60 (H): -0.17, atom 61 (H): 0.36, atom 62 (H): 0.05, atom 63 (H): 0.48, atom 64 (H): 0.18, atom 65 (H): 0.38, atom 66 (H): 0.46, atom 67 (H): -1.07, atom 68 (H): 0.67, atom 69 (H): -0.53, atom 70 (H): 0.35, atom 71 (H): 0.11, atom 72 (H): 0.46, atom 73 (Br): -0.04, atom 74 (C): -0.40, atom 75 (C): -0.49, atom 76 (C): -0.59, atom 77 (C): -0.71, atom 78 (C): 0.80, atom 79 (N): 0.57, atom 80 (C): -0.52, atom 81 (O): -0.82, atom 82 (O): -0.07, atom 83 (H): 0.50, atom 84 (H): 0.40, atom 85 (H): 0.58, atom 86 (S): -0.31, atom 87 (C): -0.01, atom 88 (C): -0.95, atom 89 (C): -0.61, atom 90 (C): -0.72, atom 91 (C): -0.57, atom 92 (N): 1.37, atom 93 (H): 0.45, atom 94 (H): 0.40, atom 95 (H): 0.40, atom 96 (H): -0.10, atom 97 (C): -1.25, atom 98 (N): 0.16, atom 99 (C): -0.71

***

Here are the energies relative to the best structure, in kcal/mol: w 17.9; x 0.0.